Molecular formula: C9H19N3O7
Method: DFT, ωB97M-V with the def2-TZVPD basis set

HOMO-LUMO gap   4.53 eV
E_HOMO   -0.693 eV
Electronic energy   -1044.95821 hartree
Charge   -2
LUMO   3.84 eV
Max |F|   3.5 eV/Å

```
38
C9H19N3O7 | the Open Molecules 2025 dataset | ωB97M-V with the def2-TZVPD basis set
N 4.4948 -4.7263 -3.2874
O 3.3011 -4.9925 -3.0136
O 5.0916 -3.8032 -2.7035
O 5.0881 -5.3891 -4.1852
N 3.7005 -1.0764 -3.1601
O 2.5250 -1.4595 -2.9325
O 4.3123 -1.4076 -4.1886
O 4.2803 -0.3907 -2.2706
C -1.6704 1.5073 -1.0887
C -0.4450 1.0365 -0.2197
C -0.0039 2.2676 0.5930
C -0.7432 2.4547 1.9734
C -1.0514 1.1566 2.6903
C -1.5587 0.0307 1.7404
N -0.6832 -0.1347 0.5982
O -1.0154 -1.2903 -0.1392
C -1.4154 -1.1714 2.6913
C -3.0928 0.2615 1.5121
C 0.6969 0.8396 -1.2996
H -2.1341 0.6487 -1.5756
H -1.4030 2.3256 -1.7479
H -2.4181 1.8666 -0.3710
H 1.0477 2.1504 0.8489
H -0.2938 3.1327 0.0051
H -1.5889 3.1342 1.8141
H -0.0447 3.0887 2.5293
H -1.6245 1.3938 3.5883
H -0.0651 0.8708 3.0697
H -1.6396 -2.1754 2.3187
H -0.3483 -1.2834 2.9112
H -1.9013 -1.0196 3.6544
H -3.6891 -0.2326 2.2751
H -3.3054 1.3275 1.4449
H -3.3940 -0.1677 0.5501
H 1.6365 0.7325 -0.7526
H 0.9345 1.7796 -1.8027
H 0.4074 0.0120 -1.9345
H -1.9873 -1.2973 -0.1355
```

=====

Molecular formula: C9H19NO
Method: DFT, ωB97M-V with the def2-TZVPD basis set

HOMO-LUMO gap (alpha / beta)   9.22 / 9.23 eV
Energy relative to the best compared isomer or geometry (same formula, charge and spin)   5.258 eV
E_HOMO (alpha / beta)   -8.393 / -8.394 eV
Electronic energy   -484.14861 hartree
LUMO (alpha / beta)   0.83 / 0.83 eV
Max |F|   4.2 eV/Å

```
30
C9H19NO | the Open Molecules 2025 dataset | ωB97M-V with the def2-TZVPD basis set
C 2.5669 -1.4687 0.9352
C 2.0781 -0.2818 0.1134
N 3.0069 0.3852 -0.5849
C 2.5185 1.4394 -1.3981
O 4.2681 0.1797 -0.4915
H 1.8407 -1.3881 1.7766
H 3.6646 -1.4630 1.3631
H 2.3782 -2.4967 0.4625
H 1.1340 0.1780 0.2592
H 3.0598 2.4725 -1.0677
H 2.6604 1.2591 -2.5099
H 1.4237 1.4075 -1.3173
C -2.6977 -2.8203 -0.4843
C -1.6785 -1.9179 0.2440
C -1.6912 -0.5459 -0.3477
C -1.7059 0.4888 0.4569
C -1.7281 1.9314 0.1574
C -0.5906 2.6858 0.6782
H -3.2975 -3.1634 0.3973
H -3.3773 -2.1964 -1.1427
H -2.2803 -3.5865 -1.1591
H -0.6905 -2.3463 0.1974
H -2.1645 -1.8348 1.2099
H -1.6208 -0.4538 -1.4231
H -1.6912 0.3982 1.5249
H -2.6839 2.3384 0.5377
H -1.7532 2.1041 -0.8855
H -0.9610 3.6905 0.8259
H -0.2351 2.2812 1.6353
H 0.2476 2.7242 0.0368
```

=====

Molecular formula: C9H19NP
Method: DFT, ωB97M-V with the def2-TZVPD basis set

HOMO-LUMO gap (alpha / beta)   5.43 / 9.62 eV
Energy relative to the best compared isomer or geometry (same formula, charge and spin)   4.258 eV
E_HOMO (alpha / beta)   -12.214 / -12.868 eV
Electronic energy   -750.00962 hartree
Charge   +1
LUMO (alpha / beta)   -6.79 / -3.25 eV
Max |F|   5.7 eV/Å

```
30
C9H19NP | the Open Molecules 2025 dataset | ωB97M-V with the def2-TZVPD basis set
C 1.7858 1.0372 -1.0402
C 2.0826 1.3276 0.3917
C 3.1199 -1.0185 -0.6492
C 3.1928 -0.7363 0.9175
C 1.6981 -0.4631 -1.0004
C 1.9273 0.0817 1.1619
C -2.5196 0.3718 -1.5896
C -3.6508 1.1290 1.0658
C -2.9023 -1.6226 0.6248
N 1.0954 -0.7064 0.2782
P -2.4453 0.0325 0.2306
H 0.8512 1.5396 -1.3396
H 2.4978 1.4260 -1.7456
H 3.1213 1.7217 0.5510
H 1.3706 2.0293 0.7354
H 3.9241 -0.5623 -1.1422
H 3.0968 -2.0533 -0.7457
H 3.1934 -1.6298 1.3519
H 4.0870 -0.1817 1.1102
H 1.1566 -1.1295 -1.8617
H 1.4583 0.1355 2.2395
H -1.4955 -0.0178 -1.9323
H -2.4336 1.4156 -1.5918
H -3.3585 -0.0603 -1.9632
H -3.2620 2.2004 1.0578
H -3.8830 0.8918 2.0541
H -4.7333 1.0234 0.6030
H -4.0316 -1.9403 0.6721
H -2.5552 -2.0159 1.6442
H -2.3885 -2.2254 -0.0882
```

=====

Molecular formula: C9H19O4P
Method: DFT, ωB97M-V with the def2-TZVPD basis set

HOMO-LUMO gap   9.30 eV
Energy relative to the best compared isomer or geometry (same formula, charge and spin)   0.762 eV
E_HOMO   -8.630 eV
Electronic energy   -996.59352 hartree
LUMO   0.67 eV
Max |F|   4.4 eV/Å

```
33
C9H19O4P | the Open Molecules 2025 dataset | ωB97M-V with the def2-TZVPD basis set
C 1.2744 2.2422 -0.1838
C 2.1361 1.2578 0.6925
C 3.4763 1.0444 -0.0597
C 3.3429 -0.2238 -0.8862
C 2.1598 -1.0425 -0.2231
C 1.1539 -1.6476 -1.1547
C 1.4552 -0.0306 0.7721
O 0.5264 -0.3043 1.5015
H 1.5843 3.2987 -0.4879
H 0.2567 2.3762 0.4570
H 1.0225 1.8004 -1.1713
H 2.2833 1.8391 1.5923
H 4.2817 0.9119 0.6684
H 3.7932 1.9798 -0.6407
H 2.9094 -0.0272 -1.9337
H 4.1856 -0.8308 -0.8728
H 2.6737 -1.6965 0.5250
H 0.7213 -2.6623 -0.6797
H 1.5399 -1.8674 -2.1721
H 0.2602 -1.0858 -1.2824
C -4.1520 0.9780 -0.2432
O -2.7577 0.7605 -0.6594
P -1.6004 0.0697 0.2965
O -2.3676 0.3143 1.7118
O -1.9840 -1.5075 -0.0632
C -3.0354 -2.2400 0.5677
H -4.7904 0.3326 -0.9094
H -4.3153 2.1371 -0.4413
H -4.4408 0.7935 0.8436
H -1.7127 -0.0071 2.4344
H -3.9387 -2.1889 -0.0942
H -3.2771 -1.5135 1.4359
H -2.6650 -3.2602 0.6599
```